A molecular structure, C27H32GeIrN9OSe. Source: the Open Molecules 2025 dataset; level of theory: ωB97M-V/def2-TZVPD.

Geometry as XYZ:
```
72
Properties=species:S:1:pos:R:3
Ir 1.63 -0.09 -0.30
C 1.65 -1.81 -4.00
Ge 3.04 -1.01 -2.89
C 4.83 -1.62 -3.30
C 2.93 0.96 -2.95
C 2.65 -1.65 -1.01
H 1.76 -1.49 -5.04
H 0.66 -1.52 -3.66
H 1.72 -2.90 -3.97
H 5.07 -1.36 -4.34
H 4.91 -2.70 -3.20
H 5.57 -1.15 -2.65
H 2.77 1.26 -3.99
H 3.88 1.38 -2.61
H 2.13 1.42 -2.36
H 3.60 -1.81 -0.48
H 2.09 -2.58 -1.05
N -1.98 1.99 3.37
C -1.76 0.72 3.78
O -2.54 0.04 4.40
C -0.47 0.08 3.31
C 0.14 -0.88 4.12
C 1.27 -1.53 3.66
C 1.74 -1.26 2.39
N 1.13 -0.36 1.60
C 0.06 0.32 2.06
H -2.82 2.43 3.73
H -1.21 2.61 3.18
H -0.30 -1.11 5.08
H 1.78 -2.26 4.27
H 2.60 -1.76 1.98
H -0.41 1.02 1.38
C -1.12 0.76 -2.26
C -1.11 -0.55 -1.56
N -0.11 -1.06 -0.84
C -0.51 -2.30 -0.38
C -1.77 -2.53 -0.81
N -2.14 -1.43 -1.55
C -3.49 -1.14 -2.03
N -4.26 -0.50 -1.01
N -4.07 0.83 -0.79
N -4.66 1.18 0.28
C -5.26 0.06 0.83
C -6.04 -0.07 1.99
C -6.50 -1.33 2.28
C -6.22 -2.43 1.45
C -5.47 -2.32 0.30
C -5.00 -1.03 0.01
H -0.18 1.28 -2.09
H -1.95 1.37 -1.93
H -1.22 0.61 -3.34
H 0.13 -2.92 0.22
H -2.43 -3.37 -0.66
H -3.96 -2.08 -2.32
H -3.43 -0.48 -2.89
H -6.26 0.79 2.61
H -7.11 -1.48 3.17
H -6.62 -3.40 1.73
H -5.29 -3.17 -0.33
Se 4.89 0.24 0.79
N 3.31 0.94 0.29
C 3.36 2.25 0.48
C 2.31 3.18 0.21
C 2.54 4.49 0.45
C 3.79 4.97 0.97
C 4.81 4.13 1.24
C 4.62 2.73 1.00
N 5.54 1.81 1.21
H 1.37 2.84 -0.21
H 1.76 5.22 0.23
H 3.90 6.03 1.13
H 5.76 4.47 1.62
```

## Properties
- Net charge: +2
- Gap between HOMO and LUMO: 0.2397 Eh
- Highest occupied orbital energy: -13.4 eV
- Lowest unoccupied orbital energy: -0.2511 Ha

A molecular structure, C27H32GeMnN4S. Source: the Open Molecules 2025 dataset; level of theory: ωB97M-V/def2-TZVPD.

Geometry as XYZ:
```
66
Properties=species:S:1:pos:R:3
Mn 0.70 0.80 0.20
S 1.31 3.91 3.07
C 0.81 4.70 1.62
C 0.28 3.85 0.71
C 0.17 2.51 1.23
C 0.82 2.42 2.50
C 1.11 1.10 3.06
C 1.45 0.83 4.37
C 1.71 -0.50 4.72
C 1.63 -1.49 3.75
C 1.30 -1.14 2.45
N 1.04 0.13 2.12
H 0.90 5.78 1.55
H -0.12 4.18 -0.24
H 1.51 1.62 5.10
H 1.97 -0.74 5.74
H 1.81 -2.53 4.00
H 1.21 -1.89 1.68
N 7.88 -6.04 -3.81
C 7.06 -5.28 -3.55
C 6.04 -4.33 -3.22
C 6.31 -3.30 -2.32
C 5.32 -2.38 -2.00
C 4.08 -2.52 -2.58
C 3.78 -3.53 -3.49
C 4.78 -4.44 -3.81
N 3.04 -1.57 -2.24
C 2.30 -0.83 -3.14
C 1.44 -0.08 -2.42
N 1.67 -0.34 -1.06
C 2.64 -1.26 -1.02
H 7.30 -3.22 -1.88
H 5.54 -1.56 -1.33
H 2.80 -3.62 -3.93
H 4.58 -5.24 -4.51
H 2.46 -0.91 -4.21
H 0.70 0.62 -2.77
H 3.07 -1.70 -0.14
C -4.18 -1.53 -2.39
C -2.88 -0.85 -1.95
C -3.08 -0.03 -0.69
C -1.75 0.68 -0.28
Ge -1.91 1.76 1.38
C -2.96 3.38 1.22
C -4.46 3.22 0.94
C -5.26 2.57 2.07
C -5.08 1.06 2.16
H -4.02 -2.13 -3.29
H -4.95 -0.79 -2.62
H -4.56 -2.19 -1.61
H -2.52 -0.21 -2.76
H -2.11 -1.61 -1.78
H -3.43 -0.65 0.13
H -3.85 0.74 -0.84
H -1.43 1.30 -1.13
H -1.08 -0.21 -0.20
H -1.75 0.88 2.61
H -2.47 3.94 0.42
H -2.80 3.95 2.15
H -4.62 2.69 0.00
H -4.83 4.24 0.78
H -6.31 2.78 1.90
H -5.00 3.04 3.02
H -5.43 0.56 1.25
H -5.64 0.65 2.99
H -4.04 0.75 2.34
```

## Properties
- Net charge: +3
- Multiplicity: 5
- Gap between HOMO and LUMO (spin up / spin down): 0.1165 / 0.1978 Eh
- Highest occupied orbital energy (spin up / spin down): -16.2 / -16.2 eV
- ⟨S²⟩: 6.4216
- Lowest unoccupied orbital energy (spin up / spin down): -0.4790 / -0.3977 Ha

2 unconnected molecules or ions with the total composition C27H32N2O2 at a distorted geometry. Source: the Open Molecules 2025 dataset; level of theory: ωB97M-V/def2-TZVPD.

Geometry as XYZ:
```
63
Properties=species:S:1:pos:R:3
C 2.69 5.63 2.17
N 1.86 4.83 3.02
C 1.92 4.90 4.46
C 1.02 3.73 4.94
C 0.70 2.98 3.69
C 1.16 3.75 2.59
C 0.95 3.35 1.26
C 0.29 2.16 1.06
C -0.07 1.28 2.12
C -0.60 -0.03 1.89
C -1.55 -0.51 0.95
C -2.48 -1.50 1.40
C -3.34 -2.10 0.51
C -3.18 -1.87 -0.87
N -3.96 -2.73 -1.59
C -3.79 -3.01 -2.99
C -4.79 -3.55 -0.74
C -4.47 -3.06 0.70
C -2.33 -0.86 -1.35
C -1.61 -0.13 -0.42
C 0.18 1.73 3.46
H 2.46 5.40 1.13
H 2.52 6.70 2.35
H 3.76 5.43 2.33
H 2.95 4.78 4.82
H 1.55 5.87 4.83
H 1.52 3.11 5.69
H 0.11 4.14 5.40
H 1.31 3.95 0.43
H 0.15 1.85 0.03
H -0.43 -0.72 2.72
H -2.50 -1.78 2.45
H -3.32 -2.16 -3.48
H -3.15 -3.90 -3.16
H -4.76 -3.20 -3.46
H -5.86 -3.40 -0.99
H -4.57 -4.62 -0.86
H -4.24 -3.88 1.37
H -5.35 -2.54 1.10
H -2.26 -0.67 -2.42
H -1.03 0.71 -0.80
H -0.07 1.07 4.30
C 3.14 -2.15 -4.07
C 2.22 -1.74 -2.92
C 0.78 -2.14 -3.25
C 2.67 -2.40 -1.60
C 1.82 -1.92 -0.40
O 1.44 -2.71 0.47
C 1.52 -0.52 -0.39
C 1.51 0.27 -1.57
O 0.82 1.30 -1.74
C 2.37 -0.22 -2.73
H 4.18 -1.86 -3.86
H 3.09 -3.23 -4.23
H 2.83 -1.65 -5.00
H 0.10 -2.01 -2.40
H 0.40 -1.55 -4.09
H 0.75 -3.20 -3.54
H 2.59 -3.50 -1.69
H 3.72 -2.13 -1.42
H 1.19 -0.07 0.53
H 3.42 0.01 -2.50
H 2.07 0.31 -3.64
```

## Properties
- Net charge: 0
- Gap between HOMO and LUMO: 0.1754 Eh
- Highest occupied orbital energy: -6.2 eV
- Lowest unoccupied orbital energy: -0.0523 Ha

DFT total energy (computed, eV): -168663.53239; -133121.90435; -35591.42134
ΔE to the lowest compared entry with this formula, charge and spin (computed, kcal per mole): 4.14; 0.00; 61.64